Record 1
{"formula": "C7H11NO", "method": "the ωB97M-V functional and the def2-TZVPD basis", "elements": ["C", "C", "C", "C", "C", "C", "C", "N", "O", "H", "H", "H", "H", "H", "H", "H", "H", "H", "H", "H"], "xyz": [[1.0502, -0.6753, 0.5458], [2.5123, -0.5091, 0.9021], [0.7792, 1.3720, -1.2119], [0.3691, 0.0777, -0.6053], [-1.7844, 0.6285, 1.0724], [-2.0732, 0.0164, -0.3989], [-2.2402, -1.3099, -0.5708], [0.6973, -1.1815, -0.7700], [-1.0983, 1.5913, 1.2517], [0.4553, -1.0269, 1.3876], [-2.6085, 0.4184, 1.7773], [-2.9322, 0.5896, -0.7427], [2.8336, -1.4061, 1.4341], [2.6724, 0.3364, 1.5726], [3.1286, -0.3968, 0.0129], [0.2854, 2.1917, -0.6883], [1.8484, 1.5400, -1.1133], [0.5111, 1.3835, -2.2684], [-3.0364, -1.7093, -1.1812], [-1.3697, -1.9307, -0.4056]], "homo_lumo_gap_ev": [8.47, 8.47], "multiplicity": 1, "smiles": "CC1=N[C@H]1C.C=CC=O", "de_lowest_kcal_mol": 136.8, "e_tot_ha": -403.11600}

=====

Record 2
{"formula": "C7H11NO", "method": "the ωB97M-V functional and the def2-TZVPD basis", "elements": ["C", "C", "C", "C", "C", "C", "C", "O", "N", "H", "H", "H", "H", "H", "H", "H", "H", "H", "H", "H"], "xyz": [[1.5237, -0.8228, 1.5619], [-1.7761, 2.0738, -0.8394], [1.5247, -0.7766, 0.0405], [-0.5045, 1.3729, -0.5121], [-0.8554, -0.5549, -0.3988], [0.3583, -1.1558, -0.6647], [-2.0601, -0.8703, 0.0394], [2.7025, -1.2831, -0.5398], [0.6314, 1.7146, -0.3053], [3.4604, -0.8926, -0.0916], [1.3474, 0.5299, -0.1718], [0.5093, -1.5577, -1.6636], [0.5818, -0.4398, 1.9519], [1.6643, -1.8486, 1.9078], [2.3323, -0.2058, 1.9601], [-2.4570, 2.0328, 0.0112], [-1.5602, 3.1159, -1.0706], [-2.2730, 1.6033, -1.6871], [-2.2772, -1.8759, 0.3804], [-2.8725, -0.1594, 0.0915]], "homo_lumo_gap_ev": 9.13, "multiplicity": 1, "de_lowest_kcal_mol": 96.5, "e_tot_ha": -403.18019}

=====

Copy entry 2 word for word.
{"formula": "C7H11NO", "method": "the ωB97M-V functional and the def2-TZVPD basis", "elements": ["C", "C", "C", "C", "C", "C", "C", "O", "N", "H", "H", "H", "H", "H", "H", "H", "H", "H", "H", "H"], "xyz": [[1.5237, -0.8228, 1.5619], [-1.7761, 2.0738, -0.8394], [1.5247, -0.7766, 0.0405], [-0.5045, 1.3729, -0.5121], [-0.8554, -0.5549, -0.3988], [0.3583, -1.1558, -0.6647], [-2.0601, -0.8703, 0.0394], [2.7025, -1.2831, -0.5398], [0.6314, 1.7146, -0.3053], [3.4604, -0.8926, -0.0916], [1.3474, 0.5299, -0.1718], [0.5093, -1.5577, -1.6636], [0.5818, -0.4398, 1.9519], [1.6643, -1.8486, 1.9078], [2.3323, -0.2058, 1.9601], [-2.4570, 2.0328, 0.0112], [-1.5602, 3.1159, -1.0706], [-2.2730, 1.6033, -1.6871], [-2.2772, -1.8759, 0.3804], [-2.8725, -0.1594, 0.0915]], "homo_lumo_gap_ev": 9.13, "multiplicity": 1, "de_lowest_kcal_mol": 96.5, "e_tot_ha": -403.18019}

=====

Question: What is the formula in the second record?
Answer: C7H11NO